[1]
# C25H105Br2IN2O35S2

30 unconnected molecules or ions with the total composition C25H105Br2IN2O35S2 in a non-equilibrium geometry (ωB97M-V/def2-TZVPD, the OMol25 dataset).

Last column: Löwdin charge in e.
Atoms and positions in Å:
C 5.8436 -3.7713 2.4665  -0.107
C 4.5733 -3.1828 3.0533  -0.246
C 4.4604 -1.6641 2.9470  -0.192
C 4.7234 -1.0606 1.5708  -0.212
N 3.4766 -0.6096 0.9558  -0.002
C 2.6349 -1.6985 0.5119  -0.226
O 1.4772 -1.7815 1.3186  -0.079
C 0.2792 -2.2631 0.7432  -0.351
C 0.5693 -3.3368 -0.2982  -0.169
C 1.2955 -4.5754 0.1788  -0.771
O 2.2932 -4.6201 0.8229  0.003
I 0.5450 -6.4522 -0.6507  0.803
C -0.5081 -2.7691 2.0131  -0.539
Br -1.8637 -4.0778 1.5296  0.843
C 0.5068 -3.0750 3.1724  -0.662
C 0.6625 -1.8106 3.9928  -0.148
Br -0.0153 -4.4609 4.5160  0.677
C -0.5274 -1.0355 0.1087  -0.309
C 0.0084 -0.6434 -1.3039  -0.100
C 1.1352 0.3949 -1.3328  -0.238
C 2.1433 0.0452 -2.4461  -0.480
S 3.7946 0.7835 -2.1417  0.831
C -2.0245 -1.3127 -0.0509  -0.116
C -2.3527 -2.2811 -1.1710  -0.165
O -3.7547 -2.0939 -1.5421  -0.022
C -4.2648 -3.2615 -2.0320  -0.468
O -4.1222 -3.5500 -3.1999  0.122
C -5.0141 -4.1355 -1.0696  -0.118
C -6.0650 -3.3655 -0.2599  -0.074
O -0.2312 0.0420 1.0009  -0.072
C -1.0812 1.1142 1.2861  -0.652
S -1.6463 2.0070 -0.2305  0.940
C -0.1834 2.0886 2.0916  -0.271
N 1.0187 2.4830 1.3801  0.055
C -2.2477 0.8382 2.2417  -0.199
O -3.4953 0.7311 1.6086  -0.194
C -4.5461 0.6275 2.5699  -0.221
C -4.7490 -0.8178 3.0306  -0.037
H 5.8056 -3.8512 1.3892  0.051
H 6.0146 -4.7631 2.8563  0.066
H 6.7018 -3.1463 2.7002  0.080
H 4.5498 -3.4293 4.1119  0.110
H 3.6904 -3.6602 2.6343  0.075
H 3.4878 -1.3348 3.2882  0.090
H 5.1901 -1.2457 3.6363  0.108
H 5.3438 -0.1762 1.6847  0.109
H 5.2941 -1.7371 0.9353  0.109
H 3.6851 0.0070 0.1833  0.021
H 3.2117 -2.6187 0.5924  0.102
H 2.4024 -1.5638 -0.5388  0.081
H -0.3278 -3.6709 -0.7975  0.055
H 1.2039 -2.9544 -1.0905  0.101
H -1.0684 -1.9127 2.3563  0.060
H 1.4452 -3.4516 2.8107  0.049
H 1.4290 -1.9158 4.7458  0.063
H -0.2947 -1.5774 4.4496  0.083
H 0.9041 -0.9967 3.3192  0.074
H -0.8355 -0.2094 -1.8313  0.107
H 0.2950 -1.5026 -1.8981  0.106
H 1.6611 0.4915 -0.3953  0.068
H 0.7592 1.3781 -1.5726  0.068
H 1.8085 0.4678 -3.3830  0.039
H 2.3021 -1.0219 -2.5293  0.050
H 4.5531 -0.3132 -2.0283  -0.092
H -2.5317 -1.6314 0.8517  0.075
H -2.5179 -0.3849 -0.3096  0.073
H -1.7849 -2.0887 -2.0726  0.100
H -2.2305 -3.3229 -0.8962  0.055
H -4.3073 -4.6133 -0.4004  0.099
H -5.5060 -4.8854 -1.6691  0.117
H -5.8502 -2.3092 -0.2197  0.061
H -6.0323 -3.7118 0.7676  0.075
H -7.0704 -3.5423 -0.6117  0.054
H -2.7322 2.6439 0.2302  -0.090
H 0.1080 1.5702 2.9983  0.121
H -0.7812 2.9522 2.3517  0.096
H 0.8390 3.3142 0.8402  0.039
H 1.7411 2.7179 2.0455  0.057
H -2.0355 -0.0550 2.8345  0.126
H -2.3069 1.6744 2.9359  0.127
H -5.4355 0.9727 2.0677  0.094
H -4.3400 1.2803 3.4144  0.117
H -5.0003 -0.8330 4.0873  0.076
H -3.8376 -1.3856 2.8918  0.056
H -5.5636 -1.2803 2.4949  0.061
O -8.7632 -2.8053 -2.4456  -0.049
H -7.9537 -2.4489 -2.8263  0.043
H -9.2906 -3.0608 -3.2078  0.045
O 3.1142 4.2994 -2.1742  -0.054
H 3.1182 3.3995 -1.8242  -0.010
H 3.0181 4.8532 -1.3891  0.050
O 5.4175 -6.3684 0.7718  -0.065
H 5.5362 -7.1712 0.2437  -0.002
H 4.4811 -6.3499 0.9910  0.022
O 6.3794 -8.3200 -1.2455  -0.042
H 7.1747 -7.9593 -1.6474  0.052
H 5.8036 -8.5332 -1.9849  0.048
O 0.3401 3.9080 4.4265  -0.049
H 1.1666 3.5254 4.7397  0.010
H 0.0505 4.4451 5.1671  0.041
O -7.5578 2.0761 2.4057  -0.062
H -7.9321 1.6644 3.1923  0.009
H -8.0351 1.6890 1.6653  0.029
O 3.9642 1.5570 3.6526  -0.053
H 3.5163 0.8954 3.1045  0.007
H 4.8903 1.2938 3.6338  0.034
O -8.0618 -0.9101 0.1743  -0.053
H -8.5423 -1.3803 0.8615  0.042
H -8.5254 -1.1455 -0.6390  0.018
O -1.9904 -1.9467 -4.5032  -0.052
H -2.5875 -2.4952 -3.9795  -0.009
H -2.3553 -1.9884 -5.3909  0.045
O 3.1802 5.8609 -4.8037  -0.059
H 3.3077 5.6180 -3.8804  -0.006
H 3.2435 5.0303 -5.2836  0.032
O 6.3288 1.5233 -4.3343  -0.064
H 5.5701 1.4482 -3.7409  -0.052
H 6.8741 2.2215 -3.9581  0.054
O 0.3981 -0.0902 -5.9604  -0.040
H -0.1631 -0.5402 -5.3146  0.028
H -0.1150 -0.1266 -6.7758  0.036
O 2.4222 1.0186 -8.8499  -0.049
H 1.9401 0.6042 -8.1366  -0.014
H 1.8502 0.8957 -9.6112  0.028
O 1.7653 5.5397 1.1430  -0.047
H 0.9989 5.4441 1.7200  0.041
H 2.3031 6.2085 1.5787  0.058
O -4.8066 3.9363 -1.1400  -0.062
H -4.5699 3.1201 -1.5970  -0.003
H -5.7173 3.7909 -0.8508  0.015
O 3.3406 -2.9603 -1.8194  -0.043
H 3.5270 -3.4109 -0.9869  0.034
H 3.5766 -3.6031 -2.4958  0.077
O 4.4373 3.9720 0.7368  -0.053
H 4.5906 3.1595 0.2441  0.019
H 3.4868 3.9755 0.9136  -0.007
O 0.6620 -1.5378 -8.5054  -0.049
H 0.7716 -1.8139 -7.5874  0.029
H 0.5744 -2.3602 -8.9947  0.047
O 6.5278 2.8878 -6.8921  -0.073
H 6.1549 2.4033 -6.1419  -0.012
H 5.9927 2.6126 -7.6403  0.028
O -7.6074 4.7592 -1.1841  -0.049
H -7.5306 5.2583 -0.3642  0.042
H -7.7845 5.4305 -1.8487  0.050
O -4.0990 1.2214 -2.3143  -0.063
H -3.8139 1.1412 -1.3950  -0.020
H -3.9393 0.3554 -2.7001  0.033
O 2.7264 4.2710 6.1498  -0.053
H 2.8323 4.1174 7.0942  0.036
H 2.9331 3.4163 5.7575  0.028
O 3.5115 -0.0397 -5.6669  -0.050
H 3.4949 0.2214 -4.7408  -0.033
H 2.5832 -0.1309 -5.9075  -0.009
O 5.1051 3.2085 7.5546  -0.057
H 5.2828 4.1213 7.3075  0.037
H 5.8296 2.9614 8.1356  0.039
O -7.8244 2.2043 5.4231  -0.044
H -8.5671 2.1286 6.0280  0.041
H -7.3502 2.9880 5.7121  0.045
O 1.2624 2.8509 -3.9306  -0.044
H 0.4655 2.8121 -3.3942  0.035
H 1.8294 3.4929 -3.4787  -0.002
O -5.1135 7.1791 -0.4801  -0.052
H -4.8475 7.0791 0.4385  0.047
H -4.9426 6.3118 -0.8725  0.017
O 1.4367 -2.3685 7.2973  -0.072
H 1.2891 -2.8583 8.1101  0.034
H 0.8082 -2.7410 6.6690  -0.037
O -2.4598 8.7984 -1.2587  -0.066
H -1.8190 8.1009 -1.4171  0.028
H -3.3042 8.3364 -1.1743  -0.005

Forces on atoms 1 to 2 (eV/Å):
-0.087 0.284 -0.034
-0.178 0.056 0.279

ΔE to the lowest compared entry with this formula, charge and spin = 0.0 kcal per mole
Total charge = 0

[2]
# C25H12CrF5N3OS

A molecular structure, C25H12CrF5N3OS in a non-equilibrium geometry (ωB97M-V/def2-TZVPD, the OMol25 dataset).

Last column: Löwdin spin population.
Atoms and positions in Å:
Cr -1.0576 -1.0476 -0.3442  3.800
S 1.6194 0.9423 -2.2670  0.015
C 2.5462 0.4395 -0.8909  0.003
C 3.9274 0.2072 -0.9229  0.000
C 4.6227 -0.2279 0.1963  0.002
C 3.9660 -0.4715 1.3954  0.000
C 2.5947 -0.2742 1.4628  0.001
C 1.9074 0.1869 0.3517  0.004
N 0.4914 0.2404 0.3402  0.013
C -0.1112 1.2806 -0.1145  0.020
C -2.7371 0.8824 -0.3831  0.017
C -3.5520 1.9821 -0.3253  -0.003
C -4.9058 1.7088 -0.1595  0.014
C -5.3507 0.3954 -0.0667  -0.002
C -4.4571 -0.6734 -0.1254  0.014
C -3.0902 -0.4591 -0.2802  -0.004
H 4.4546 0.3768 -1.8522  0.000
H 5.6929 -0.3809 0.1273  0.000
H 4.5145 -0.8062 2.2661  0.000
H 2.0446 -0.4558 2.3790  0.000
H -3.1708 2.9907 -0.4244  -0.001
H -5.6132 2.5258 -0.1122  0.001
H -6.4095 0.2035 0.0530  0.000
H -4.8464 -1.6818 -0.0392  0.001
F 1.2447 6.6728 0.4139  0.000
C 0.9142 5.3960 0.2894  0.001
C 0.2147 4.9677 -0.8303  0.000
F -0.1113 5.8438 -1.7769  0.000
C -0.1369 3.6390 -0.9570  0.001
F -0.8013 3.2734 -2.0411  0.000
C 0.2101 2.7091 0.0244  0.000
O -1.3099 0.9231 -0.6387  0.012
C 0.8842 3.1678 1.1481  0.001
F 1.1697 2.3337 2.1465  0.000
C 1.2437 4.4959 1.2847  0.000
F 1.8825 4.9127 2.3764  0.000
N -2.0025 -7.4439 0.2903  -0.002
C -1.3469 -6.5122 0.1495  0.000
C -0.5172 -5.3508 -0.0270  0.000
C 0.8643 -5.4722 -0.1643  0.013
C 1.6141 -4.3221 -0.3269  -0.002
C 0.9726 -3.1002 -0.3466  0.020
N -0.3618 -2.9841 -0.2177  0.028
C -1.0908 -4.0910 -0.0611  0.024
H 1.3273 -6.4490 -0.1411  0.001
H 2.6880 -4.3630 -0.4358  0.000
H 1.5281 -2.1741 -0.4606  0.003
H -2.1599 -3.9565 0.0378  0.004

Forces on atoms 1 to 2 (eV/Å):
-0.141 0.257 -0.124
-0.051 0.022 -0.056

Total charge = 0
Multiplicity = 5

[3]
# C25H13AsF6IrN5O10S4

A molecular structure, C25H13AsF6IrN5O10S4 in a non-equilibrium geometry (ωB97M-V/def2-TZVPD, the OMol25 dataset).

Last column: Löwdin spin population.
Atoms and positions in Å:
Ir -0.3389 -0.5854 -0.0699  0.798
O -1.4270 2.3071 -2.8530  0.000
As -1.6703 2.3603 -1.1411  0.006
O -3.1241 2.9814 -0.8034  -0.003
O -1.6521 0.7851 -0.4076  0.045
C -0.1836 3.2615 -0.3160  0.004
C -0.5336 4.1743 0.6701  0.001
C 0.4490 4.7443 1.4717  0.000
C 1.7735 4.3767 1.3071  0.001
C 2.1266 3.4494 0.3325  0.000
C 1.1494 2.8981 -0.4783  0.001
S 1.6494 1.7706 -1.7737  0.000
O 3.0266 1.4613 -1.5349  0.001
O 1.3488 2.4370 -3.0375  0.000
O 0.6819 0.6476 -1.6406  0.003
H -0.4664 2.3009 -3.0739  0.000
H -1.5786 4.4257 0.8073  0.000
H 0.1701 5.4486 2.2446  0.000
H 2.5392 4.7902 1.9509  0.000
H 3.1533 3.1338 0.2057  0.000
S -4.1163 -1.8160 -1.8538  0.011
C -3.1660 -1.2412 -3.1905  0.002
C -3.5762 -0.9147 -4.4778  0.001
C -2.6132 -0.4804 -5.3664  0.001
C -1.2688 -0.3962 -4.9913  0.001
C -0.8602 -0.7205 -3.7155  0.002
C -1.8330 -1.1209 -2.8020  0.001
N -1.6066 -1.4875 -1.4758  0.001
C -2.7138 -1.8685 -0.8761  0.017
C -2.6884 -2.1407 0.5479  -0.001
C -3.6245 -2.8998 1.2413  0.002
C -3.4098 -3.1620 2.5813  0.001
C -2.2663 -2.6703 3.2039  0.001
C -1.3391 -1.9055 2.5090  0.000
C -1.5530 -1.6319 1.1688  -0.015
H -4.6152 -0.9888 -4.7690  0.000
H -2.9067 -0.1951 -6.3681  0.000
H -0.5361 -0.0470 -5.7065  0.000
H 0.1718 -0.6436 -3.4097  0.000
H -4.4914 -3.2983 0.7273  0.000
H -4.1209 -3.7557 3.1397  0.000
H -2.0899 -2.8839 4.2507  0.000
H -0.4800 -1.5021 3.0244  0.000
F 0.5532 -4.4185 2.6221  0.000
C 1.6680 -3.7497 2.3355  0.001
F 1.6905 -2.6184 3.0346  0.000
F 2.7158 -4.4897 2.6888  0.000
S 1.7739 -3.4171 0.5229  0.002
O 0.6036 -2.5952 0.1768  0.012
O 1.7567 -4.7201 -0.0528  0.000
N 3.1137 -2.6345 0.4497  0.001
S 2.9886 -1.2035 -0.2443  0.008
O 2.7948 -1.3247 -1.6464  -0.001
O 2.1085 -0.3729 0.5592  0.063
C 4.6892 -0.4949 0.0595  0.004
F 5.4541 -1.3827 0.6944  0.001
F 5.2529 -0.2043 -1.0994  0.001
F 4.5811 0.5924 0.7978  0.000
N -0.0872 0.5701 1.5679  0.018
C 0.4353 1.1833 2.3975  0.004
C 0.9856 1.9248 3.4221  0.001
C 0.1456 2.7243 4.2317  0.000
N -0.5394 3.3769 4.8930  0.000
C 2.3908 1.9228 3.5931  0.000
N 3.5348 1.9339 3.7444  0.000

Forces on atoms 1 to 2 (eV/Å):
-1.432 0.406 0.288
0.089 -0.163 -0.073

ΔE to the lowest compared entry with this formula, charge and spin = 29.5 kcal per mole
Total charge = -1
Multiplicity = 2

[4]
# C25H15F12MnN4O2Se

A molecular structure, C25H15F12MnN4O2Se in a non-equilibrium geometry (ωB97M-V/def2-TZVPD, the OMol25 dataset).

Last column: Löwdin charge in e.
Atoms and positions in Å:
Mn -1.0691 -1.3666 0.1551  1.071
C 5.8237 -0.9635 -1.2589  0.040
C 4.3822 -0.7577 -1.0999  -0.104
C 3.6816 0.2035 -1.8572  0.062
C 2.3555 0.4094 -1.6501  0.077
C 1.6069 -0.3240 -0.6409  -0.110
N 0.3201 0.0142 -0.4469  0.137
C -0.0817 1.2900 -0.7218  -0.158
C 0.8204 2.3592 -0.3980  0.052
C 0.5385 3.6589 -0.7117  0.053
C -0.6449 3.9835 -1.3913  -0.128
C -0.9653 5.3694 -1.7782  0.029
C -1.5766 2.9317 -1.6736  0.110
C -1.3491 1.6394 -1.3097  -0.035
C -2.3536 0.5607 -1.6493  -0.149
O -2.0536 -0.5674 -0.8301  -0.064
C -2.1945 0.0753 -3.1411  -0.559
F -2.7049 0.9784 -3.9413  0.260
F -0.8758 -0.0581 -3.3700  0.186
F -2.7685 -1.0993 -3.3025  0.236
C -3.8429 0.9056 -1.2566  -0.562
F -4.6005 -0.1480 -1.4939  0.238
F -3.8401 1.1531 0.0636  0.187
F -4.2820 1.9547 -1.9083  0.244
C 2.3051 -1.4099 0.0266  -0.026
C 3.6324 -1.5798 -0.1833  0.117
C 1.5804 -2.2927 1.0045  -0.160
O 0.1879 -2.1896 0.7443  -0.076
C 1.7626 -1.7671 2.4761  -0.552
F 3.0290 -1.7714 2.8034  0.259
F 1.2972 -0.4952 2.4880  0.164
F 1.0385 -2.4790 3.3178  0.234
C 1.9053 -3.8344 0.8552  -0.568
F 1.8765 -4.1307 -0.4381  0.223
F 3.0909 -4.0893 1.3659  0.243
F 0.9694 -4.5235 1.4856  0.226
H 6.3305 -0.0935 -1.6728  0.122
H 5.9873 -1.7808 -1.9869  0.160
H 6.2983 -1.3173 -0.3418  0.126
H 4.2040 0.7578 -2.6278  0.160
H 1.8127 1.0931 -2.2903  0.149
H 1.7146 2.1195 0.1665  0.150
H 1.2226 4.4476 -0.4235  0.155
H -0.1244 6.0480 -1.6684  0.113
H -1.7910 5.7452 -1.1550  0.142
H -1.3680 5.4130 -2.7951  0.129
H -2.4787 3.2004 -2.2068  0.154
H 4.1766 -2.3517 0.3467  0.157
Se -3.6547 -4.0786 1.6708  1.459
N -4.0047 -3.2419 3.1492  -0.132
C -3.3447 -2.0822 3.1976  -0.300
C -3.3054 -1.0700 4.1957  0.144
C -2.5218 0.0430 3.9531  0.047
C -1.7638 0.1843 2.7734  0.011
N -1.7990 -0.7701 1.8491  0.066
C -2.5645 -1.8679 2.0451  -0.467
N -2.5443 -2.7611 1.0915  -0.210
H -3.8665 -1.1792 5.1176  0.166
H -2.4687 0.8455 4.6773  0.149
H -1.1471 1.0571 2.6013  0.151

Forces on atoms 1 to 2 (eV/Å):
-0.671 0.372 1.528
0.011 -0.116 -0.078

Total charge = +4

Calculated calculated total energy (eV), listed in the same order as above: -272127.34376, -85477.95980, -177384.74234, -165451.34786